[1]
ORCA calculation (ωB97M-V/def2-TZVPD) on 13 unconnected molecules or ions with the total composition C4H32NO15 at a distorted geometry.

Geometry as ORCA input:
```
! wB97M-V def2-TZVPD RIJCOSX def2/J DEFGRID3
* xyz -1 1
H -2.3935 -0.1399 -3.7917
O -0.2965 4.3666 0.6331
O -4.3239 -0.4433 1.0516
O 0.4424 3.3234 -2.5481
H 0.9634 -4.1212 0.1358
H -2.0275 1.3176 0.9445
H -1.8651 2.9715 -2.5041
H 1.7637 0.2903 -1.3099
H 0.2594 -3.5963 2.3078
H 0.6434 -1.2383 3.4602
O 1.1808 -0.4204 3.7089
H -0.4424 3.4611 0.9057
H 0.8472 0.1612 3.0296
H 2.9262 0.6036 1.4670
O -0.7357 0.7546 -3.6412
H -1.0261 -1.2393 -3.7330
O 0.1336 -4.2214 1.5482
O 2.9468 1.6008 -1.5710
O -1.6094 -0.5612 1.1349
H -1.6570 4.0184 -1.3343
H -1.9088 2.5375 0.0216
O -1.2921 -2.5637 2.8354
H -1.8742 -2.0372 2.4036
O -2.2003 3.3334 -1.6331
O 0.5605 -1.1351 1.2309
H -4.2299 0.4792 1.3877
O 1.7298 -4.0435 -0.5173
O 3.6260 0.7857 0.9648
H 2.9960 1.4433 -0.5961
H 2.1318 -1.8872 1.3856
H -0.7895 -4.1923 1.4436
H 1.2607 3.5563 -2.1857
O -1.4443 2.0909 0.7063
H 1.9958 -3.1581 -0.3566
H -2.1010 -1.0837 -1.2195
H -3.4999 -0.9009 1.2865
H 0.1999 -1.5570 -1.3748
H 0.1728 4.1395 -0.2190
N 0.7361 0.4482 -1.2164
C -1.4260 -0.3894 -3.2138
H 0.5179 1.2674 -0.7999
H 4.1414 -0.1576 0.8254
H 3.6287 1.1427 -1.9289
H 0.0773 0.8322 -3.1608
H -1.8900 0.6584 -1.2952
H -0.5897 -2.0282 3.0742
C -1.4868 -0.3536 -1.7282
C -0.1755 -0.6216 -0.9072
H 3.4870 -2.4403 0.8487
C -0.5210 -0.8136 0.6252
O 3.1108 -1.8260 1.4469
H 0.1580 2.5038 -2.0621
*
```

As for the electronic energy: -36870.9646 eV. Its LUMO energy is 2.5290 eV. As for the maximum force: 8.03 eV/Å. The orbital gap comes out at 8.454 eV. The calculation puts the energy above the lowest of the compared OMol25 structures with the same formula, charge and spin at 5.4387 eV.

Taken from the Löwdin analysis, the atomic charges in e are: H 0.140; O -0.080; O -0.088; O -0.041; H 0.005; H 0.060; H 0.077; H 0.084; H 0.067; H 0.031; O -0.072; H -0.027; H 0.015; H -0.060; O -0.104; H 0.101; O -0.047; O -0.047; O -0.046; H -0.014; H -0.018; O 0.013; H -0.025; O -0.052; O -0.090; H 0.046; O -0.096; O -0.064; H 0.026; H 0.005; H 0.026; H 0.000; O -0.065; H -0.041; H 0.102; H -0.004; H 0.150; H 0.035; N 0.055; C -0.266; H 0.017; H 0.148; H -0.010; H 0.026; H 0.135; H -0.028; C -0.143; C -0.259; H 0.012; C -0.550; O -0.063; H 0.021

---

[2]
ORCA calculation (ωB97M-V/def2-TZVPD) on 14 unconnected molecules or ions with the total composition C4H32NO16 at a distorted geometry.

Geometry as ORCA input:
```
! wB97M-V def2-TZVPD RIJCOSX def2/J DEFGRID3
* xyz -1 1
C -1.3161 1.6386 -1.5942
H -2.1263 -1.9195 -4.6909
C -1.6844 1.9030 -3.0637
H 0.0221 -2.9476 0.7196
H -1.9452 2.9569 -3.1720
H 4.0063 2.6526 -0.4306
O -1.7208 -2.6739 2.7893
H 0.2876 -0.7102 0.7162
O 4.2281 1.9061 0.1226
H 3.9878 0.6023 -0.9834
H -0.9676 1.2256 2.3183
O 3.7200 -0.3060 -1.2547
H -1.6948 -3.1511 -2.2205
H -0.1229 -0.6385 4.6782
N 0.0925 1.8517 -1.3439
H -0.7498 -1.1122 -4.4751
H 1.1252 4.3389 -0.1012
O 0.7089 3.3797 2.7526
H -3.4507 -1.8240 -1.0990
H 0.1645 5.0027 0.8817
O -0.8169 -3.3679 -1.8782
H 1.0455 3.5054 1.8711
H -1.3971 -2.9115 1.8883
O 0.4377 5.0358 -0.0433
O 1.6872 2.5278 0.1079
O -0.4340 -3.8162 0.7065
H 4.2903 -1.9198 -0.7111
O -1.4758 0.6477 2.9375
H 1.0790 -1.8650 1.3961
H -0.8580 1.6546 -3.7306
O 0.9339 -1.4140 0.5545
H 2.8320 -0.4703 -0.9247
H -0.9899 -1.8700 4.3169
O -1.9727 -0.6433 -1.6749
H 3.5871 -3.1439 -0.3489
O -0.2476 1.5813 0.8310
H -1.9093 2.4427 -1.1178
H -1.3615 -0.1746 2.4438
H -0.8100 -3.6747 -0.2057
C 0.5542 2.0189 -0.0401
O -1.5298 -1.4958 -4.0747
H -0.3729 -2.5117 -1.9208
O -3.9932 -2.5706 -0.8158
H -3.8793 -2.7252 0.1227
H -2.3618 0.4356 -0.0177
H 0.2780 2.5624 2.9695
H 0.5489 2.3099 -2.1148
C -1.8458 0.3496 -0.9849
O -0.3319 -1.5365 4.9498
O 4.4071 -2.6910 -0.1079
H -2.6167 1.4200 -3.3551
H 3.5142 1.7299 0.7430
H -2.3808 -3.3388 3.0002
*
```

As for the electronic energy: -38921.0364 eV. Its LUMO energy is 2.0729 eV. As for the maximum force: 2.73 eV/Å. The orbital gap comes out at 9.111 eV. The calculation puts the energy above the lowest of the compared OMol25 structures with the same formula, charge and spin at 3.3821 eV.

Taken from the Löwdin analysis, the atomic charges in e are: C -0.334; H 0.045; C -0.041; H -0.015; H 0.077; H 0.045; O -0.070; H 0.037; O -0.056; H 0.011; H -0.013; O -0.083; H 0.036; H 0.009; N 0.105; H 0.046; H 0.004; O -0.043; H -0.011; H 0.022; O -0.048; H -0.020; H 0.005; O -0.075; O -0.056; O -0.100; H -0.009; O -0.083; H 0.070; H 0.074; O -0.020; H 0.021; H -0.021; O 0.011; H 0.019; O -0.057; H 0.144; H -0.005; H 0.015; C -0.698; O -0.043; H 0.042; O -0.058; H 0.026; H 0.131; H 0.005; H 0.130; C -0.158; O -0.089; O -0.099; H 0.079; H 0.046; H 0.052

---

[3]
ORCA calculation (ωB97M-V/def2-TZVPD) on 12 unconnected molecules or ions with the total composition C4H32O14 at a distorted geometry.

Geometry as ORCA input:
```
! wB97M-V def2-TZVPD RIJCOSX def2/J DEFGRID3
* xyz 0 1
O -10.7470 -14.2350 -12.8620
H -12.4250 -14.4050 -9.6530
H -14.1430 -12.4200 -14.6550
H -14.6110 -12.8800 -11.0010
H -11.5200 -16.6030 -9.4500
H -12.1840 -15.7840 -6.7810
C -12.5090 -13.3310 -14.2580
H -12.9190 -12.5860 -8.4480
H -10.4130 -14.9740 -8.3490
C -15.8720 -17.6530 -12.4830
O -16.9280 -16.7450 -12.7090
H -12.6320 -17.2820 -8.7540
H -13.0260 -11.1860 -10.3190
H -16.2840 -15.6930 -9.1470
H -14.3080 -11.1940 -9.5740
H -14.9450 -15.0220 -9.4960
H -10.1120 -14.2390 -9.5630
O -10.5750 -15.0340 -9.2530
H -15.5320 -17.9870 -13.3780
H -14.5300 -15.8950 -12.4710
O -15.5180 -15.2560 -8.7640
H -16.2570 -18.4640 -11.9450
O -13.8640 -13.3050 -14.4950
H -10.5330 -12.1560 -9.5030
O -15.1110 -13.1990 -11.7480
H -12.7170 -17.0200 -11.9530
H -12.9020 -15.6980 -10.1830
H -14.8990 -16.6190 -10.9170
H -10.2200 -13.5620 -12.4840
H -12.2160 -14.0470 -15.0140
O -13.6330 -16.7830 -7.3570
O -13.5950 -11.7630 -9.8760
O -13.1230 -14.7870 -10.1560
H -11.8060 -14.2820 -6.8090
O -13.4800 -17.5730 -11.9350
H -16.7640 -16.1810 -13.4540
O -10.1980 -12.5420 -10.3160
O -11.5020 -15.1500 -6.5280
H -14.4790 -13.3050 -12.4160
H -14.2160 -17.2890 -6.7490
H -11.9400 -12.4440 -14.5240
O -12.7430 -13.0070 -7.6080
C -14.6560 -16.8110 -11.9180
H -12.7030 -14.5700 -12.4550
H -9.2730 -12.3230 -10.2660
O -12.1070 -17.3580 -9.5450
H -14.2620 -16.2220 -7.7400
H -13.5360 -13.4630 -7.3960
H -12.1260 -12.8760 -12.1590
C -12.0370 -13.7610 -12.8560
*
```

As for the electronic energy: -33330.9764 eV. Its LUMO energy is -0.5369 eV. The structure (SMILES) is OCCO.OCCO.O.O.O.O.O.O.O.O.O.O. As for the maximum force: 3.88 eV/Å. The orbital gap comes out at 8.660 eV. The calculation puts the energy above the lowest of the compared OMol25 structures with the same formula, charge and spin at 3.1571 eV.

Taken from the Löwdin analysis, the atomic charges in e are: O -0.016; H 0.001; H 0.086; H -0.024; H -0.003; H -0.005; C -0.262; H -0.013; H 0.002; C -0.190; O -0.061; H -0.010; H 0.043; H 0.063; H 0.099; H -0.006; H 0.030; O -0.030; H 0.080; H 0.103; O -0.047; H 0.108; O -0.035; H 0.061; O -0.029; H 0.056; H -0.013; H 0.074; H 0.048; H 0.120; O -0.032; O -0.002; O -0.037; H -0.020; O -0.048; H 0.076; O -0.018; O -0.066; H -0.049; H 0.108; H 0.122; O -0.029; C -0.217; H 0.100; H 0.067; O -0.038; H -0.022; H 0.041; H 0.118; C -0.281

---

[4]
ORCA calculation (ωB97M-V/def2-TZVPD) on 13 unconnected molecules or ions with the total composition C4H33BF4NO12 at a distorted geometry.

Geometry as ORCA input:
```
! wB97M-V def2-TZVPD RIJCOSX def2/J DEFGRID3
* xyz -1 1
H 0.1564 -1.1881 3.3830
H 1.2244 -0.0676 2.5552
H -0.7263 -1.5656 -2.4943
O -2.6178 -1.4217 -1.1905
H -0.8664 3.7135 2.4204
F -0.5869 3.0187 0.1544
O 2.0080 -2.0538 2.6199
O -4.5375 1.0249 -1.7381
H 0.7332 3.5410 -1.2349
H -2.1697 -1.1604 -0.3860
B -0.8795 1.7436 -0.2726
C 0.9192 -4.8190 0.2658
O -2.7452 3.6489 -1.9787
C 1.2033 -0.9423 3.2053
O -2.1851 -0.6731 1.7262
H 1.4551 0.3844 -0.2321
F -0.1813 0.9125 0.5154
H 1.3163 -1.8521 0.7092
H 0.2534 -2.7333 1.7838
H 0.6847 -4.3967 -0.7113
H -2.3221 3.8394 2.0241
O 0.8372 2.4528 -4.5684
H -1.8258 -0.0325 1.1125
H 1.5283 2.0923 -4.0128
O 0.1419 2.3728 2.9093
F -0.3940 1.5610 -1.5586
H 1.0352 2.3072 3.2469
H 1.6875 -0.6542 4.1384
O 2.5669 0.9996 -3.2008
H -3.9547 1.1319 -0.9864
H -0.0342 -5.0012 0.7618
H 0.1714 1.9246 2.0640
O -1.6116 4.3132 2.4565
H 1.3977 -5.7627 0.0037
H -3.2140 3.7500 -1.1503
H 3.2378 0.3830 -3.4937
O -0.0488 -1.3650 -3.1400
H 2.9010 0.0798 0.0971
N 1.9781 -4.7462 2.3855
O 1.6152 3.6519 -1.5900
H 2.7124 -3.9018 0.5071
H 1.0548 -4.7315 2.7946
H 2.2872 0.6633 -2.3493
H 0.0773 2.5235 -3.9907
H -3.1557 -0.6646 -1.4223
H 0.1498 -0.4392 -2.9998
H -1.8943 3.2877 -1.7304
H 2.5869 -4.1248 2.8986
F -2.2244 1.4703 -0.1410
H -4.0922 1.4792 -2.4535
H 2.0380 2.8045 -1.4513
C 1.2960 -2.6126 1.4898
H -3.1173 -0.4613 1.7758
O 2.3227 0.3109 -0.6298
C 1.8071 -4.0151 1.1035
*
```

As for the electronic energy: -42299.6836 eV. Its LUMO energy is 2.3246 eV. As for the maximum force: 3.65 eV/Å. The orbital gap comes out at 9.844 eV.

Taken from the Löwdin analysis, the atomic charges in e are: H 0.084; H 0.051; H -0.007; O -0.032; H -0.039; F 0.167; O -0.214; O -0.048; H -0.002; H -0.004; B -1.420; C -0.092; O -0.030; C -0.051; O -0.038; H 0.016; F 0.165; H 0.109; H 0.115; H 0.085; H 0.016; O -0.075; H -0.016; H -0.045; O -0.027; F 0.166; H 0.060; H 0.083; O -0.043; H -0.002; H 0.084; H 0.010; O -0.070; H 0.083; H 0.040; H 0.063; O -0.053; H 0.065; N 0.045; O -0.037; H 0.138; H 0.066; H -0.014; H 0.008; H 0.004; H 0.000; H -0.003; H 0.055; F 0.152; H 0.036; H 0.003; C -0.187; H 0.051; O -0.020; C -0.447

---

What is the electronic energy in the fourth record?
-42299.6836 eV